# 1
ORCA calculation (ωB97M-V with the def2-TZVPD basis set) on an isolated molecule of C23H25N3O3.

Computed properties:
SMILES = CCOC(=O)c1cnc2ccc(C)cc2c1Nc1ccc(N2CCOCC2)cc1

Last column: Löwdin charge in e.
Element x y z (Å)
C  2.8877  2.6232  -2.5323  -0.06
C  2.0312  1.3693  -2.4279  -0.22
O  0.6891  1.6786  -2.0597  -0.01
C  0.4538  1.8752  -0.7550  -0.48
O  1.3069  1.8156  0.0981  0.13
C  -0.9576  2.2441  -0.5039  -0.05
C  -1.5366  3.2514  -1.2967  -0.08
N  -2.6987  3.7914  -1.0737  0.10
C  -3.3967  3.3763  0.0050  -0.23
C  -4.6369  3.9923  0.2661  0.00
C  -5.3968  3.6071  1.3330  -0.04
C  -4.9670  2.5806  2.1936  -0.28
C  -5.8340  2.1777  3.3471  -0.05
C  -3.7613  1.9699  1.9537  0.01
C  -2.9431  2.3465  0.8717  -0.07
C  -1.6825  1.7353  0.5751  -0.12
N  -1.2476  0.6765  1.3149  0.12
C  -0.3245  -0.2950  0.9234  -0.26
C  0.5628  -0.8282  1.8489  -0.01
C  1.4665  -1.8051  1.4805  -0.01
C  1.5188  -2.2795  0.1688  -0.23
N  2.4761  -3.1949  -0.2642  -0.11
C  2.0461  -4.3637  -1.0089  -0.14
C  3.2220  -4.8898  -1.8333  -0.19
O  4.3153  -5.2106  -1.0058  -0.13
C  4.7260  -4.0807  -0.2737  -0.19
C  3.5950  -3.5194  0.5953  -0.16
C  0.6016  -1.7550  -0.7487  -0.01
C  -0.3118  -0.7939  -0.3783  -0.02
H  3.8850  2.3574  -2.8714  0.08
H  2.4462  3.3231  -3.2380  0.08
H  2.9615  3.1012  -1.5587  0.08
H  1.9494  0.8655  -3.3935  0.12
H  2.4492  0.6832  -1.6826  0.12
H  -0.9853  3.6329  -2.1460  0.12
H  -4.9556  4.7758  -0.4030  0.11
H  -6.3456  4.0865  1.5276  0.11
H  -5.9889  3.0239  4.0156  0.08
H  -6.8112  1.8545  2.9902  0.08
H  -5.3850  1.3655  3.9134  0.07
H  -3.4450  1.1769  2.6178  0.11
H  -1.5635  0.6244  2.2713  0.14
H  0.5506  -0.4685  2.8676  0.12
H  2.1329  -2.1988  2.2315  0.10
H  1.2164  -4.1113  -1.6664  0.11
H  1.7175  -5.1582  -0.3174  0.13
H  2.9494  -5.8099  -2.3528  0.13
H  3.5210  -4.1271  -2.5687  0.13
H  5.5614  -4.4059  0.3485  0.13
H  5.0688  -3.2948  -0.9642  0.13
H  3.9502  -2.6130  1.0866  0.13
H  3.3216  -4.2676  1.3576  0.13
H  0.6116  -2.0947  -1.7733  0.11
H  -1.0164  -0.4166  -1.1049  0.13

Forces on the atoms, in the same order (eV/Å):
C -0.337 -0.206 0.105
C 0.620 -0.065 0.034
O -0.384 0.082 -0.107
C 0.364 0.232 0.228
O -0.093 0.028 -0.197
C -0.334 -0.183 0.416
C -0.119 -0.044 0.030
N 0.020 0.458 -0.466
C 0.219 -0.481 0.420
C -0.203 -0.025 0.201
C 0.138 0.111 -0.249
C 0.276 -0.255 0.126
C 0.012 0.018 -0.018
C -0.185 0.011 0.120
C -0.084 0.338 -0.378
C 0.271 0.327 -0.538
N -0.295 0.201 0.628
C 0.297 -0.592 -0.026
C -0.256 0.245 -0.200
C 0.062 -0.249 -0.145
C -0.216 0.288 0.121
N 0.364 -0.138 -0.133
C 0.218 -0.183 -0.199
C -0.390 0.010 -0.055
O 0.033 -0.141 0.043
C 0.005 0.213 0.318
C 0.228 -0.097 -0.238
C 0.047 -0.056 0.086
C -0.140 -0.084 0.248
H 0.122 -0.004 -0.050
H 0.013 0.067 -0.087
H 0.055 0.043 0.038
H -0.008 0.024 0.135
H -0.083 0.034 -0.176
H 0.108 -0.030 -0.084
H -0.018 0.077 -0.088
H -0.100 0.070 -0.008
H -0.047 0.009 0.090
H -0.081 -0.040 0.044
H -0.013 -0.045 0.060
H -0.046 -0.079 0.052
H -0.006 -0.011 -0.187
H 0.028 0.082 0.093
H 0.077 -0.056 0.047
H 0.019 -0.037 0.008
H -0.049 0.033 -0.069
H -0.025 0.083 -0.010
H -0.053 -0.062 0.037
H -0.030 0.081 -0.016
H -0.014 -0.043 0.087
H 0.005 -0.041 0.036
H 0.022 0.077 0.037
H 0.032 -0.022 -0.101
H -0.045 0.025 -0.067

=====

# 2
ORCA calculation (ωB97M-V with the def2-TZVPD basis set) on an isolated molecule of C23H25N3O4.

Computed properties:
SMILES = COc1ccc(-n2c(C)nc3cc(C(=O)N4CCC5(CC4)OCCO5)ccc32)cc1

Last column: Löwdin charge in e.
Element x y z (Å)
C  2.6648  -4.3538  -5.9172  -0.09
O  1.2775  -4.1288  -5.9933  -0.08
C  0.6549  -3.5313  -4.9437  -0.28
C  1.2801  -3.1238  -3.7695  -0.01
C  0.5417  -2.5290  -2.7620  0.00
C  -0.8237  -2.3248  -2.9096  -0.21
N  -1.5536  -1.7112  -1.8776  0.06
C  -2.6915  -2.1731  -1.2516  -0.33
C  -3.3478  -3.4519  -1.6175  0.00
N  -3.0986  -1.3926  -0.2963  0.16
C  -2.2185  -0.3409  -0.2598  -0.21
C  -2.1902  0.7797  0.5587  0.04
C  -1.1672  1.6942  0.3649  -0.15
C  -1.1040  2.9628  1.1504  -0.42
O  -1.0914  4.0493  0.6010  0.08
N  -1.1199  2.8416  2.5050  -0.04
C  -0.8497  1.6120  3.2183  -0.13
C  0.1785  1.8420  4.3335  -0.05
C  1.2145  2.8907  3.8845  -0.50
C  0.5231  4.2387  3.6372  -0.03
C  -0.9584  4.0393  3.2998  -0.12
O  1.8817  2.4736  2.7112  -0.04
C  2.9967  1.7107  3.1032  -0.14
C  3.2767  2.1578  4.5545  -0.15
O  2.2273  3.0499  4.8603  -0.04
C  -0.2083  1.5090  -0.6397  -0.01
C  -0.2158  0.3969  -1.4555  0.00
C  -1.2242  -0.5303  -1.2480  -0.15
C  -1.4497  -2.7250  -4.0876  -0.01
C  -0.7192  -3.3248  -5.0886  0.01
H  3.2189  -3.4158  -5.8109  0.10
H  2.9188  -5.0236  -5.0894  0.10
H  2.9376  -4.8273  -6.8588  0.09
H  2.3388  -3.2668  -3.6233  0.10
H  1.0295  -2.2265  -1.8474  0.12
H  -3.8813  -3.8300  -0.7500  0.08
H  -2.6126  -4.1818  -1.9508  0.08
H  -4.0716  -3.2966  -2.4171  0.08
H  -2.9561  0.9354  1.3012  0.13
H  -0.4675  0.8742  2.5106  0.12
H  -1.7777  1.2214  3.6563  0.13
H  0.6781  0.9023  4.5709  0.13
H  -0.2912  2.2133  5.2445  0.13
H  1.0318  4.7177  2.8009  0.13
H  0.6460  4.8534  4.5277  0.13
H  -1.3268  4.8813  2.7126  0.12
H  -1.5616  3.9386  4.2060  0.13
H  3.8170  1.9396  2.4209  0.12
H  2.7734  0.6367  3.0518  0.12
H  3.2743  1.3078  5.2474  0.12
H  4.2196  2.7003  4.6537  0.12
H  0.5493  2.2671  -0.7640  0.12
H  0.5229  0.2635  -2.2317  0.11
H  -2.5061  -2.5514  -4.2198  0.12
H  -1.1895  -3.6397  -6.0062  0.12

Forces on the atoms, in the same order (eV/Å):
C 0.245 -0.041 0.019
O -0.346 0.089 0.038
C -0.149 0.049 0.063
C 0.200 -0.123 -0.274
C -0.342 0.031 0.042
C 0.390 -0.270 -0.362
N -0.239 0.166 0.277
C -0.048 -0.067 0.168
C 0.005 -0.054 -0.044
N -0.524 -0.244 0.168
C 0.653 -0.037 -0.507
C 0.182 0.042 -0.153
C -0.098 -0.060 -0.223
C -0.222 -0.095 0.076
O 0.187 0.203 -0.217
N -0.016 0.104 0.062
C 0.031 -0.467 0.193
C 0.342 0.233 -0.324
C -0.480 0.120 0.305
C 0.086 -0.323 -0.064
C 0.031 0.394 -0.050
O -0.254 0.225 -0.153
C 0.246 -0.287 0.145
C 0.215 -0.207 -0.056
O -0.181 0.238 -0.021
C 0.005 0.028 0.066
C 0.099 -0.046 -0.114
C -0.329 0.469 0.519
C 0.152 0.096 0.106
C 0.210 -0.118 -0.070
H -0.024 -0.036 0.010
H -0.012 0.039 -0.025
H 0.031 0.033 0.088
H 0.092 -0.031 -0.021
H 0.024 0.023 0.085
H 0.006 0.002 0.016
H -0.041 -0.090 -0.025
H -0.026 -0.055 -0.072
H -0.096 0.006 0.144
H -0.075 0.079 0.176
H 0.101 -0.074 -0.066
H -0.005 -0.037 0.062
H 0.008 -0.023 0.041
H 0.022 0.040 0.034
H -0.005 0.028 0.018
H -0.029 -0.094 0.185
H -0.006 0.033 -0.030
H -0.043 -0.074 0.060
H 0.061 0.100 -0.013
H 0.047 0.076 -0.080
H -0.055 -0.097 0.007
H 0.064 0.085 -0.041
H 0.083 0.021 -0.046
H -0.109 0.032 -0.012
H -0.064 -0.034 -0.112

=====

LUMO for the records above, in order: 0.27; 0.57 eV
Energy relative to the best compared isomer or geometry (same formula, charge and spin) for the records above, in order: 235.04; 211.77 kJ/mol
Gap between HOMO and LUMO for the records above, in order: 0.2812; 0.3246 hartree